Record 1
{"formula": "C48H41AsN6O2Pd", "method": "ωB97M-V/def2-TZVPD", "elements": ["Pd", "C", "O", "C", "C", "C", "C", "C", "C", "C", "N", "C", "C", "N", "C", "C", "C", "C", "N", "C", "C", "N", "C", "C", "C", "C", "H", "H", "H", "H", "H", "H", "H", "H", "H", "H", "H", "H", "H", "H", "C", "C", "N", "C", "C", "C", "O", "C", "C", "C", "C", "N", "C", "H", "H", "H", "H", "H", "H", "H", "H", "H", "H", "H", "H", "H", "H", "C", "C", "C", "C", "C", "C", "As", "C", "C", "C", "C", "C", "C", "C", "C", "C", "C", "C", "C", "H", "H", "H", "H", "H", "H", "H", "H", "H", "H", "H", "H", "H"], "xyz": [[0.3475, -0.3628, 0.6460], [-12.5542, 2.9480, -3.3710], [-11.3642, 3.7007, -3.4909], [-10.1983, 3.2040, -3.1020], [-9.0780, 4.0393, -3.3166], [-7.8204, 3.6297, -2.9592], [-7.6184, 2.3702, -2.3648], [-8.7355, 1.5411, -2.1551], [-10.0010, 1.9410, -2.5113], [-6.3253, 1.9081, -1.9388], [-6.1075, 0.7373, -1.3640], [-4.7947, 0.6930, -1.0733], [-4.1699, 1.8861, -1.4827], [-5.1619, 2.6346, -2.0368], [-2.8064, 2.1603, -1.2183], [-2.1584, 3.3701, -1.5184], [-0.8586, 3.5564, -1.1079], [-0.2105, 2.5199, -0.4359], [-0.7869, 1.3590, -0.1877], [-2.0681, 1.1488, -0.5436], [-2.6898, -0.1049, -0.1657], [-1.9337, -1.0219, 0.4724], [-2.4970, -2.1377, 0.8953], [-3.8437, -2.4465, 0.6847], [-4.6312, -1.5438, 0.0093], [-4.0613, -0.3384, -0.4188], [-13.3378, 3.5692, -3.8003], [-12.7882, 2.7351, -2.3252], [-12.4862, 2.0093, -3.9258], [-9.2483, 5.0059, -3.7677], [-6.9892, 4.2939, -3.1424], [-8.5724, 0.5781, -1.6974], [-10.8404, 1.2869, -2.3269], [-5.0737, 3.5528, -2.4399], [-2.6786, 4.1566, -2.0439], [-0.3416, 4.4854, -1.2868], [0.8091, 2.6353, -0.0718], [-1.8638, -2.8255, 1.4402], [-4.2511, -3.3764, 1.0467], [-5.6733, -1.7257, -0.1946], [5.0261, -2.4906, 6.9182], [5.5037, -2.8032, 5.5042], [4.5288, -2.5038, 4.4586], [4.7709, -1.3362, 3.6426], [4.3527, -0.0473, 4.3483], [3.5172, -3.3908, 4.3061], [3.3508, -4.3256, 5.0630], [2.5961, -3.2942, 3.1113], [2.3609, -4.4872, 2.4231], [1.5045, -4.4905, 1.3352], [0.8661, -3.3098, 0.9921], [1.0447, -2.1817, 1.6802], [1.8828, -2.1679, 2.7157], [5.8037, -2.7831, 7.6172], [4.1337, -3.0609, 7.1544], [4.8197, -1.4332, 7.0528], [5.7194, -3.8746, 5.4568], [6.4156, -2.2468, 5.2821], [4.2297, -1.4134, 2.6953], [5.8394, -1.2884, 3.4092], [3.3029, -0.0872, 4.6288], [4.5079, 0.8029, 3.6868], [4.9331, 0.0991, 5.2539], [2.8555, -5.3912, 2.7459], [1.3313, -5.3917, 0.7684], [0.1928, -3.2540, 0.1383], [1.9806, -1.2234, 3.2399], [6.7990, 2.5499, 0.6056], [6.8152, 1.1840, 0.3824], [5.6292, 0.4898, 0.2128], [4.4178, 1.1646, 0.2900], [4.3985, 2.5322, 0.5431], [5.5907, 3.2235, 0.6803], [2.7171, 0.2407, -0.1346], [3.3151, -1.4675, -0.8277], [3.8437, -2.5416, -0.1315], [4.1853, -3.7053, -0.8033], [3.9855, -3.8012, -2.1716], [3.4607, -2.7334, -2.8780], [3.1295, -1.5540, -2.2195], [2.6917, -0.3185, -2.8627], [2.5199, -0.1441, -4.2308], [2.2246, 1.1067, -4.7392], [2.1633, 2.2045, -3.8965], [2.3212, 2.0463, -2.5271], [2.5406, 0.7837, -2.0014], [7.7269, 3.0874, 0.7206], [7.7523, 0.6539, 0.3250], [5.6456, -0.5731, 0.0037], [3.4516, 3.0587, 0.6330], [5.5789, 4.2901, 0.8399], [4.0146, -2.4612, 0.9357], [4.6071, -4.5371, -0.2602], [4.2545, -4.7113, -2.6862], [3.3172, -2.8267, -3.9427], [2.6363, -0.9767, -4.9045], [2.0744, 1.2331, -5.7995], [1.9910, 3.1866, -4.3083], [2.2931, 2.9181, -1.8841]], "s_squared": 2.041, "total_charge": 2, "e_above_lowest_kcal_mol": 5.1, "homo_energy_ev": [-11.78, -12.21], "lumo_energy_ev": [-5.434, -8.635], "e_tot_ev": -127783.99411, "multiplicity": 3}

---

Record 2
{"formula": "C48H41BN6O2P2RbSSe2", "method": "ωB97M-V/def2-TZVPD", "elements": ["Rb", "N", "C", "C", "C", "C", "C", "C", "S", "N", "C", "C", "C", "C", "C", "C", "N", "H", "H", "H", "H", "H", "H", "H", "H", "H", "Se", "P", "C", "C", "C", "C", "C", "C", "C", "C", "C", "C", "C", "C", "C", "C", "N", "N", "N", "P", "Se", "C", "C", "C", "C", "C", "C", "C", "C", "C", "C", "C", "C", "H", "H", "H", "H", "H", "H", "H", "H", "H", "H", "H", "H", "H", "H", "H", "H", "H", "H", "H", "H", "C", "C", "C", "C", "C", "C", "C", "C", "O", "B", "O", "C", "C", "H", "H", "H", "H", "H", "H", "H", "H", "H", "H", "H", "H"], "xyz": [[0.0787, -1.4136, 0.9975], [2.8742, -5.6993, 2.7063], [2.9270, -6.7389, 1.7631], [3.4053, -7.9825, 2.1354], [3.4563, -9.0226, 1.2127], [3.0390, -8.8083, -0.0875], [2.5659, -7.5544, -0.4616], [2.4961, -6.5185, 0.4540], [1.8338, -4.9539, -0.0564], [2.1233, -3.9633, 1.2793], [2.5385, -4.3947, 2.3996], [2.6890, -3.4078, 3.5236], [3.6106, -3.5946, 4.5473], [3.6831, -2.6365, 5.5499], [2.8408, -1.5408, 5.4959], [1.9589, -1.4322, 4.4246], [1.8899, -2.3435, 3.4620], [3.0763, -5.9283, 3.6629], [3.7368, -8.1407, 3.1549], [3.8254, -9.9912, 1.5195], [3.0765, -9.6074, -0.8150], [2.2344, -7.3805, -1.4771], [4.2849, -4.4405, 4.5537], [4.3955, -2.7502, 6.3570], [2.8582, -0.7743, 6.2580], [1.2762, -0.5943, 4.3324], [-1.4682, 4.4638, 6.1988], [-1.5945, 4.3451, 4.0962], [-0.8572, 5.8145, 3.3405], [-1.4540, 7.0713, 3.4422], [-0.8441, 8.1753, 2.8732], [0.3817, 8.0450, 2.2283], [1.0097, 6.8119, 2.1829], [0.3922, 5.7034, 2.7460], [-3.3216, 4.1557, 3.5406], [-3.8900, 2.9056, 3.7912], [-5.2117, 2.6611, 3.4686], [-5.9866, 3.6607, 2.8943], [-5.4247, 4.8987, 2.6350], [-4.0958, 5.1461, 2.9543], [-0.8377, 2.9234, 3.2961], [-0.6643, 2.4691, 1.9803], [-0.4324, 1.1534, 2.0661], [-0.4086, 0.8152, 3.3394], [-0.6479, 1.8621, 4.1051], [-0.6689, 3.0833, 0.2824], [-0.8728, 1.5322, -1.1352], [-1.9133, 4.4085, 0.1453], [-1.6080, 5.7558, 0.3293], [-2.5720, 6.7287, 0.1072], [-3.8541, 6.3613, -0.2718], [-4.1713, 5.0192, -0.4259], [-3.2037, 4.0479, -0.2321], [0.9454, 3.8910, 0.0253], [1.1377, 4.8717, -0.9408], [2.4107, 5.3554, -1.2017], [3.5047, 4.8531, -0.5119], [3.3223, 3.8530, 0.4339], [2.0507, 3.3711, 0.6956], [-2.3817, 7.1879, 3.9866], [-1.3206, 9.1447, 2.9410], [0.8527, 8.9110, 1.7819], [1.9712, 6.6964, 1.6995], [0.8830, 4.7416, 2.7122], [-3.2874, 2.1255, 4.2419], [-5.6367, 1.6851, 3.6616], [-7.0218, 3.4696, 2.6429], [-6.0138, 5.6771, 2.1676], [-3.6700, 6.1074, 2.7113], [-0.6118, 6.0596, 0.6212], [-2.3149, 7.7727, 0.2369], [-4.6073, 7.1197, -0.4439], [-5.1721, 4.7266, -0.7145], [-3.4276, 3.0019, -0.4065], [0.2968, 5.2532, -1.5055], [2.5477, 6.1213, -1.9540], [4.4984, 5.2269, -0.7216], [4.1720, 3.4433, 0.9645], [1.9077, 2.5837, 1.4286], [1.0484, -6.0647, -7.7403], [-0.2510, -5.8605, -6.9498], [-0.5769, -7.1755, -6.2401], [-1.3905, -5.5497, -7.9290], [-0.0958, -4.6992, -5.9661], [0.3124, -3.4505, -6.4379], [0.4550, -2.3436, -5.5995], [0.1739, -2.5164, -4.2621], [0.2414, -1.6281, -3.2472], [-0.1428, -2.2960, -2.0148], [-0.4492, -3.6630, -2.4487], [-0.2404, -3.7491, -3.7786], [-0.3823, -4.8457, -4.6033], [0.9480, -6.9124, -8.4227], [1.8817, -6.2626, -7.0650], [1.3028, -5.1873, -8.3330], [-0.6341, -7.9822, -6.9737], [-1.5354, -7.1283, -5.7225], [0.1897, -7.4367, -5.5094], [-1.5257, -6.3715, -8.6364], [-1.1835, -4.6416, -8.4952], [-2.3270, -5.3992, -7.3906], [0.5251, -3.3225, -7.4921], [0.7743, -1.3841, -5.9834], [-0.7082, -5.7850, -4.1815]], "total_charge": -1, "e_above_lowest_kcal_mol": 13.4, "homo_energy_ev": -3.34, "lumo_energy_ev": 1.791, "e_tot_ev": -224918.58864}